A molecular structure, C19H23LuNO2 in a non-equilibrium geometry, computed with the ωB97M-V functional and the def2-TZVPD basis.

The geometry in XYZ format:
```
46
Properties=species:S:1:pos:R:3:forces:R:3:mulliken_charge:R:1
Lu -0.285266 -0.602003 0.302893 -1.2 -1.0 -0.9 0.7499
N 2.213296 0.521736 -0.500711 -0.1 0.3 0.2 -0.5286
C 2.317557 1.319079 0.749841 0.3 -0.1 -0.1 -0.2473
C 0.873925 1.292111 1.178863 -0.2 0.2 0.5 0.6249
O 0.051346 1.747162 0.346086 0.2 0.2 0.1 -0.6855
O 0.515471 0.469664 2.086175 0.5 0.7 0.1 -0.5979
H 3.094573 0.108855 -0.768879 0.0 -0.1 0.1 0.2138
H 1.871652 1.117356 -1.243476 0.0 0.1 -0.1 0.2120
H 2.679965 2.337285 0.604148 0.1 0.0 -0.1 0.3538
H 2.941062 0.781158 1.458977 0.0 0.0 0.0 0.2578
C -4.738521 -0.599213 0.419852 -0.1 0.2 0.0 -1.8577
C -3.399675 -1.287753 0.160711 0.3 0.1 0.1 2.4278
C -3.670875 -2.507497 -0.722199 -0.1 -0.1 -0.1 -1.9745
C -2.324769 -0.360248 -0.431121 0.4 -0.3 0.5 -1.3242
C -2.745522 -1.699402 1.485790 0.0 0.2 0.0 -1.4227
C -2.131688 -2.936028 1.680760 0.2 -0.3 0.2 0.4560
C -1.439020 -3.253695 2.868281 -0.1 0.0 -0.3 -0.5354
C -1.354320 -2.347981 3.897257 0.0 0.1 0.0 -0.2898
C -1.945026 -1.086477 3.714056 0.0 0.1 0.0 -0.7466
C -2.596431 -0.770033 2.545024 -0.1 0.0 0.0 0.3241
H -5.141567 -0.266718 -0.541596 0.0 0.0 0.0 0.4763
H -4.622380 0.292975 1.040128 0.0 -0.1 0.0 0.4214
H -5.472542 -1.262444 0.898898 0.1 0.0 0.0 0.3510
H -4.146190 -2.149747 -1.638687 0.0 0.0 0.0 0.4751
H -4.326934 -3.252974 -0.244952 0.0 0.1 0.0 0.3807
H -2.740860 -2.990024 -1.028933 0.0 0.0 0.0 0.3115
H -2.625816 0.694976 -0.368728 -0.2 0.1 -0.2 0.2305
H -2.206001 -3.688503 0.907335 0.0 0.0 0.0 0.3361
H -0.958031 -4.222024 2.950748 0.0 0.0 0.0 0.3420
H -0.814657 -2.582294 4.806032 0.0 0.0 0.0 0.3793
H -1.849072 -0.323749 4.478262 0.0 0.0 0.0 0.3396
H -2.974243 0.233504 2.400925 0.0 0.0 0.0 0.1490
C 0.886866 -2.701690 -0.187839 0.3 0.0 0.4 -1.7574
C 2.150128 -2.548981 0.550769 -0.2 0.0 -0.3 1.0267
C 2.179136 -2.408145 1.948984 0.2 0.0 0.3 0.2910
C 3.349767 -2.116785 2.640125 -0.2 0.0 -0.1 -0.6542
C 4.555848 -1.950415 1.969724 0.0 0.0 -0.1 -0.5198
C 4.562285 -2.106504 0.583076 -0.1 0.0 0.1 -0.2729
C 3.392778 -2.405254 -0.100625 0.1 0.0 0.0 -1.0703
H 0.198651 -3.387005 0.314399 0.0 0.0 0.0 0.3176
H 1.027607 -3.011384 -1.222244 0.0 0.0 -0.1 0.4575
H 1.255232 -2.506425 2.510980 0.0 0.0 0.0 0.1435
H 3.306944 -2.004205 3.718124 0.0 0.0 0.0 0.3609
H 5.468209 -1.724772 2.506992 0.0 0.0 0.0 0.3660
H 5.489968 -2.001724 0.029145 0.0 0.0 0.0 0.3614
H 3.424539 -2.531463 -1.179473 0.0 0.0 0.0 0.3476
```
Positions in Å, forces in eV/Å.

Values from the calculation:
Spin multiplicity: 1
E, eV: -59281.5382
HOMO level (spin up / spin down), eV: -1.7 / -1.7
LUMO energy (spin up / spin down), eV: 3.0 / 3.0
Charge: -1

=====

A molecular structure, C19H23N2O2S2SiW in a non-equilibrium geometry, computed with the ωB97M-V functional and the def2-TZVPD basis.

The geometry in XYZ format:
```
50
Properties=species:S:1:pos:R:3:forces:R:3:mulliken_charge:R:1
W 0.509600 -0.667000 1.036600 -4.8 -2.0 -2.8 1.2900
C 4.448000 0.762300 0.096500 -0.2 -0.4 -0.2 -1.4986
C 2.967800 0.947600 0.100500 -0.6 -0.6 0.1 1.0395
N 2.137100 -0.089200 0.060100 0.7 1.0 0.0 0.1027
N 2.503900 -1.382200 0.319300 2.6 -2.4 -1.5 -0.2843
C 1.517500 -2.236800 -0.056300 1.0 2.7 1.6 0.0406
S -1.351200 -1.544200 0.127500 1.9 1.3 0.9 -0.2484
S 1.921800 -3.886900 -0.357600 0.2 -0.5 0.0 -0.0820
C 1.743000 -4.628200 1.357900 -0.5 0.5 -0.5 -1.0714
C 2.359500 -3.655800 2.288300 0.1 0.4 0.4 0.4001
C 1.552600 -2.672000 2.886200 0.2 -0.4 0.6 -0.5946
C 2.149900 -1.682100 3.686000 0.0 -0.4 0.2 0.0411
C 3.528300 -1.654500 3.849600 -0.2 0.0 0.0 -0.7971
C 4.321100 -2.620500 3.245500 -0.1 0.1 -0.1 -0.5767
C 3.740700 -3.605000 2.463400 -0.3 -0.1 0.0 -0.4917
C 2.317600 2.220900 0.153800 -0.6 0.1 0.1 0.4185
C 3.032500 3.411100 -0.072200 -0.2 0.0 0.0 -0.8043
C 2.410400 4.634200 -0.009800 0.3 0.0 -0.1 -0.8062
C 1.048500 4.709100 0.269800 -0.1 -0.4 0.0 -0.5220
C 0.314700 3.563700 0.504500 -0.3 -0.3 0.0 -0.6802
C 0.919200 2.304300 0.464100 0.8 -0.3 -0.2 0.7190
O 0.202900 1.211300 0.768800 -0.2 1.1 -0.1 -0.6495
H 4.671400 -0.301500 0.159500 0.1 0.1 0.0 0.3529
H 4.899700 1.291400 0.934000 -0.1 0.0 0.0 0.3875
H 4.882400 1.153100 -0.823300 0.0 0.1 -0.1 0.4410
H 2.268600 -5.576300 1.293700 0.0 0.0 -0.1 0.4853
H 0.680100 -4.783400 1.527300 0.1 -0.1 0.1 0.3875
H 0.459800 -2.808600 2.886900 0.5 0.1 -0.1 0.6499
H 1.528100 -1.007400 4.265000 0.2 0.0 -0.2 0.3960
H 3.973500 -0.908900 4.492000 0.0 0.1 0.0 0.4921
H 5.391000 -2.610300 3.397300 0.1 0.0 0.0 0.4432
H 4.356400 -4.351500 1.985700 0.1 -0.1 -0.1 0.4358
H 4.074200 3.356400 -0.344500 0.2 0.0 0.1 0.3978
H 2.974100 5.534600 -0.192100 0.1 0.1 0.0 0.4192
H 0.556600 5.667800 0.292200 -0.1 0.1 0.1 0.4414
H -0.743300 3.611000 0.716000 -0.1 0.0 0.0 0.4348
C -2.479200 0.865300 2.355700 0.1 -0.2 0.8 -0.9750
Si -1.322000 0.135800 3.686400 -1.0 0.5 0.5 0.4651
C -0.461500 1.416500 4.810500 -0.4 -0.6 -0.6 -1.1378
C -1.941100 -1.402200 4.627500 0.3 0.8 -0.4 -1.0957
O -0.105800 -0.455100 2.704900 0.7 -0.3 1.0 -0.3452
H -3.378200 1.323500 2.753200 -0.2 0.1 0.2 0.4927
H -2.786400 0.087500 1.652400 0.1 0.1 0.2 0.2455
H -1.947500 1.628600 1.785900 0.0 -0.1 0.1 0.0957
H -1.035900 1.576700 5.713700 -0.2 0.0 0.3 0.4028
H -0.350400 2.379600 4.319800 0.0 0.1 -0.2 0.3128
H 0.532500 1.091100 5.110400 0.1 -0.2 0.0 0.3667
H -2.808600 -1.178700 5.234600 -0.3 0.1 0.2 0.4249
H -1.177800 -1.789200 5.299100 0.2 0.0 0.0 0.3334
H -2.225500 -2.198700 3.943900 0.0 0.0 -0.2 0.3054
```
Positions in Å, forces in eV/Å.

Values from the calculation:
Spin multiplicity: 1
E, eV: -58519.1051
HOMO level (spin up / spin down), eV: -10.9 / -10.9
LUMO energy (spin up / spin down), eV: -4.9 / -4.9
Charge: +1

=====

- Which of these has the lowest E?
  C19H23LuNO2